1.
{
  "formula": "C23H34BrCl2NO9",
  "method": "ωB97M-V/def2-TZVPD",
  "homo_ev": -10.0,
  "homo_lumo_gap_ev": 10.388,
  "species": ["Br", "Cl", "Cl", "O", "O", "O", "O", "O", "O", "O", "O", "O", "N", "C", "C", "C", "C", "C", "C", "C", "C", "C", "C", "C", "C", "C", "C", "C", "C", "C", "C", "C", "C", "C", "C", "C", "H", "H", "H", "H", "H", "H", "H", "H", "H", "H", "H", "H", "H", "H", "H", "H", "H", "H", "H", "H", "H", "H", "H", "H", "H", "H", "H", "H", "H", "H", "H", "H", "H", "H"],
  "xyz": [[-0.94326, 1.66702, 5.60081], [1.85478, -1.16620, 4.83297], [-3.29992, -0.10453, 5.76826], [5.72743, 0.29345, 1.85359], [1.10964, -0.32684, -0.30827], [0.66412, 2.68573, -5.73883], [-0.70674, 0.96293, -6.16104], [5.01203, -1.78858, 2.31055], [-8.16471, -0.28865, 2.45763], [-8.27337, -2.14409, 1.19768], [-1.66932, 1.19265, 1.29843], [1.00392, -0.89907, -2.47135], [-2.55169, 0.90649, 3.37827], [-6.10805, -1.16381, 1.71980], [-0.72472, 0.49412, -1.69213], [-7.61921, -1.30369, 1.74065], [1.66809, 3.42485, -6.45819], [5.61020, -0.85198, 1.53016], [-1.27822, -0.84191, 4.07066], [-5.85024, -0.19848, 2.87342], [0.17549, -0.56839, -3.60655], [5.33951, -2.81073, 0.21917], [5.11831, -3.08530, 1.69885], [-7.13420, 0.61538, 2.89514], [-1.15361, -0.13629, -3.01537], [0.94234, 1.62979, -7.82291], [0.54202, -0.27379, -1.36506], [-2.02816, 0.35204, 4.58496], [-0.57620, -0.39648, 2.78807], [0.19269, 1.67319, -6.50600], [6.11445, -1.49596, 0.25302], [-1.61426, 0.63735, 2.32609], [3.12055, 0.60702, 3.30376], [1.96623, -0.36070, 3.21988], [2.18391, 2.46522, -7.52003], [0.72030, 0.40102, 2.83561], [-7.10199, 1.46144, 2.20465], [7.18993, -1.65491, 0.34378], [2.60277, 2.97067, -8.38792], [0.08352, -1.44070, -4.24919], [-1.71180, 0.53100, -3.66702], [4.03740, 0.09763, 3.49241], [-0.78206, -1.47886, 4.78218], [0.65853, 0.23188, -4.16493], [-2.10736, -1.46839, 3.73057], [0.89837, 0.72570, 1.81596], [3.17776, 1.23986, 2.42769], [5.89915, -0.86634, -0.60540], [5.95822, -3.61386, 2.15484], [2.44417, 3.74014, -5.76509], [-5.80936, -0.74272, 0.75843], [-2.58448, 1.91984, 3.47772], [-0.63087, -1.20777, 2.07230], [2.15968, -1.13097, 2.49073], [1.19978, 4.31152, -6.89013], [2.96631, 1.25935, 4.15934], [-0.47645, 1.55053, -1.80369], [-1.77444, -1.01288, -2.81925], [1.18623, 0.60660, -8.09375], [0.60901, 1.30811, 3.40828], [-4.95752, 0.40861, 2.75270], [2.96071, 1.82710, -7.09582], [-1.46501, 0.36471, -0.91158], [-7.37955, 0.98315, 3.88888], [-5.63134, -2.12827, 1.87114], [-5.75079, -0.75751, 3.80514], [4.37960, -2.65738, -0.27664], [0.31921, 2.08470, -8.59402], [5.85675, -3.61934, -0.29407], [4.20580, -3.64542, 1.89006]],
  "nbo_charge": [0.004, -0.107, -0.017, -0.563, -0.602, -0.491, -0.574, -0.498, -0.491, -0.562, -0.552, -0.496, -0.695, -0.529, -0.534, 0.789, -0.072, 0.796, -0.481, -0.439, -0.067, -0.432, -0.068, -0.070, -0.431, -0.529, 0.803, 0.130, -0.321, 0.794, -0.527, 0.728, -0.620, -0.153, -0.429, -0.436, 0.176, 0.235, 0.226, 0.197, 0.242, 0.241, 0.266, 0.182, 0.227, 0.266, 0.219, 0.245, 0.178, 0.201, 0.235, 0.407, 0.248, 0.215, 0.181, 0.207, 0.240, 0.203, 0.245, 0.222, 0.237, 0.212, 0.259, 0.197, 0.239, 0.213, 0.219, 0.240, 0.221, 0.200]
}

***

2.
{
  "formula": "C23H34FN2O11S",
  "method": "ωB97M-V/def2-TZVPD",
  "charge": -1,
  "e_above_lowest_kcal_mol": 148.6,
  "homo_ev": -5.2,
  "homo_lumo_gap_ev": 6.202,
  "species": ["S", "F", "O", "O", "O", "O", "O", "O", "O", "O", "O", "O", "O", "N", "N", "C", "C", "C", "C", "C", "C", "C", "C", "C", "C", "C", "C", "C", "C", "C", "C", "C", "C", "C", "C", "C", "C", "C", "H", "H", "H", "H", "H", "H", "H", "H", "H", "H", "H", "H", "H", "H", "H", "H", "H", "H", "H", "H", "H", "H", "H", "H", "H", "H", "H", "H", "H", "H", "H", "H", "H", "H"],
  "xyz": [[-2.91490, -2.46886, 0.85527], [-3.08167, -1.44056, 2.21735], [-1.82950, -1.30376, -3.15929], [-2.17905, -3.78871, 1.31166], [-6.50516, -0.34001, 4.72154], [-3.44093, -3.57821, -3.77161], [3.14217, 2.96076, 1.80379], [3.34766, 5.05757, 0.90416], [1.78417, 3.64887, 0.09353], [-4.35648, -2.92428, 0.46165], [-2.87600, -4.62022, -1.67128], [-8.37570, -1.02127, 5.85274], [-8.31012, -1.03688, 3.56285], [0.60289, -3.27698, -0.60540], [-5.15225, -0.24699, -2.19108], [1.52026, 4.93600, -0.43535], [-7.78465, -0.81651, 4.80742], [-7.41710, -1.14524, 1.31435], [2.84976, 5.61397, -0.30180], [3.78103, 0.43433, 0.08777], [5.19466, -0.69903, -1.97218], [-1.92906, -1.73349, -0.56979], [-1.53314, -0.20401, -0.13395], [2.79099, 3.81116, 1.00538], [-3.01365, -3.40656, -2.48992], [-7.42004, -0.42193, 2.64556], [1.03997, 0.80610, 0.00114], [2.74807, 7.12276, -0.20960], [5.23054, -4.19737, 0.25309], [-2.65286, -1.87053, -2.03991], [-4.09441, -1.02603, -2.12502], [-0.27722, 0.45415, -0.95679], [-6.11197, -0.50787, 3.37124], [2.36574, 0.06107, -0.65068], [4.88395, 0.69212, -1.14230], [-0.53183, -2.64727, -0.67309], [5.19763, -3.33645, -1.17453], [5.91244, -1.83882, -1.01921], [0.91669, 0.38699, 1.09386], [4.09863, -0.52428, 0.70880], [-8.41459, -1.11809, 0.86264], [0.13479, -0.20242, -1.83918], [0.73101, 5.40043, 0.16584], [5.70385, -3.52168, 1.09277], [2.33243, 7.54523, -1.12860], [-7.74117, 0.61775, 2.51011], [4.12537, -4.44915, 0.62073], [1.18558, 1.97320, 0.05087], [-0.59532, 1.49372, -1.44610], [2.15885, -1.10110, -0.60677], [-5.41266, 0.27687, 3.06783], [3.53297, 5.32993, -1.11109], [-2.50136, 0.46970, -0.28610], [5.77097, -4.00734, -1.97017], [2.11835, 7.42635, 0.63414], [5.88591, -0.49023, -2.91430], [-1.26506, -0.08914, 1.02381], [1.18670, 4.86993, -1.47519], [5.84904, 1.25086, -0.77976], [3.72026, 1.37621, 0.80828], [5.97911, -1.47813, 0.10266], [2.43186, 0.36661, -1.80085], [-7.15915, -2.20286, 1.43894], [4.08145, -3.24446, -1.58548], [7.02981, -1.99561, -1.37877], [-2.32036, -0.52601, -3.57231], [-5.62179, -1.48267, 3.27367], [4.33709, 1.42510, -1.89529], [-6.70517, -0.68888, 0.62103], [5.89368, -5.17595, 0.17576], [3.73620, 7.56233, -0.03597], [4.19179, -1.17419, -2.40349]],
  "mulliken_charge": [1.507, -0.280, -0.511, -0.601, -0.333, -0.683, -0.619, -0.342, -0.279, -0.526, -0.607, -0.576, -0.356, -0.627, -0.614, -0.656, 0.594, -1.366, 0.506, 0.216, -0.498, 0.585, -0.972, 0.543, 0.081, 0.538, 0.019, -1.477, -0.871, 0.819, 0.046, -0.643, -0.245, -0.643, -0.916, -0.002, -0.336, -0.594, 0.318, 0.285, 0.366, 0.380, 0.329, 0.254, 0.372, 0.207, 0.204, 0.167, 0.309, -0.111, 0.260, 0.273, 0.442, 0.318, 0.361, 0.343, 0.446, 0.364, 0.320, -0.015, 0.320, 0.262, 0.323, 0.227, 0.285, 0.421, 0.197, 0.302, 0.358, 0.264, 0.352, 0.214]
}

***

3.
{
  "formula": "C23H34IIrN2O2S3Si2Te",
  "method": "ωB97M-V/def2-TZVPD",
  "charge": 1,
  "e_above_lowest_kcal_mol": 26.7,
  "s_squared": 0.759,
  "homo_ev": [-10.4, -10.5],
  "homo_lumo_gap_ev": [6.547, 5.735],
  "multiplicity": 2,
  "species": ["Ir", "I", "Te", "S", "S", "S", "Si", "Si", "O", "O", "N", "N", "C", "C", "C", "C", "C", "C", "C", "C", "C", "C", "C", "C", "C", "C", "C", "C", "C", "C", "C", "C", "C", "C", "C", "H", "H", "H", "H", "H", "H", "H", "H", "H", "H", "H", "H", "H", "H", "H", "H", "H", "H", "H", "H", "H", "H", "H", "H", "H", "H", "H", "H", "H", "H", "H", "H", "H", "H"],
  "xyz": [[-0.90764, 1.51800, 0.63250], [-3.16684, 2.57640, -0.50448], [-0.07840, -2.10341, -0.78468], [-1.84263, -0.55955, 1.16295], [-1.37016, -1.43665, 4.02718], [-0.39540, 1.14928, 2.80775], [-2.05698, -2.29554, -3.46494], [0.38911, -4.64194, 1.36298], [0.91161, 0.87751, 0.18769], [2.75035, 5.50636, 2.04449], [-0.22949, 3.48772, 0.53318], [4.37715, 1.29803, 0.85602], [2.02483, 1.52670, 0.47754], [-1.84492, -0.44668, -3.69468], [-0.69173, -3.24366, -4.31565], [-1.68940, 6.85135, 1.20397], [-0.79890, 5.79062, 1.17051], [-1.16538, 4.57351, 0.59704], [0.59652, -4.08146, -0.45211], [-1.42724, -4.54270, 1.77722], [-2.46933, 4.44496, 0.13179], [-3.73659, -2.85457, -4.04869], [2.13635, 2.91695, 0.58380], [-2.96648, 6.71608, 0.68496], [1.03229, -6.38880, 1.46351], [3.59770, 4.96715, 1.03097], [1.01835, 3.80980, 0.45877], [3.40949, 3.48286, 0.84736], [-3.36544, 5.49808, 0.15727], [1.40651, -3.48780, 2.42198], [4.47309, 2.63136, 0.98706], [3.21224, 0.74864, 0.60958], [-1.96044, -2.63108, -1.59822], [-1.16350, -0.41065, 2.80631], [3.15216, -0.73945, 0.46619], [-0.81395, -4.32051, -4.17891], [1.64931, -4.09268, -0.74234], [-2.70949, -2.04446, -1.06206], [0.03847, -4.71664, -1.14220], [-1.60263, -4.88516, 2.79908], [-1.38286, 7.78429, 1.65653], [3.06812, 5.20773, 2.90348], [2.08959, -6.43753, 1.19613], [-2.02294, -5.17182, 1.11129], [2.49472, -1.17237, 1.22472], [-1.02655, -0.04098, -3.09253], [4.15357, -1.14400, 0.58778], [0.30026, -2.96727, -3.94915], [3.35313, 5.51299, 0.11781], [1.14432, -2.43802, 2.26610], [0.92883, -6.77888, 2.47819], [-1.80384, -3.51822, 1.71898], [1.23678, -3.69289, 3.48112], [-2.12274, -3.68035, -1.34610], [-1.62485, -0.20744, -4.73694], [-4.37277, 5.36795, -0.21402], [-0.70490, -3.04672, -5.38960], [-3.66407, 7.54132, 0.71569], [-3.88433, -3.92151, -3.87143], [-2.76022, 0.08586, -3.42446], [-4.53641, -2.31517, -3.53752], [1.25297, 4.85838, 0.32934], [5.45927, 3.01720, 1.21878], [2.76829, -1.01827, -0.51686], [0.17949, 5.90334, 1.62050], [0.48353, -7.05584, 0.79582], [4.64764, 5.17079, 1.24910], [-3.85117, -2.67937, -5.12055], [2.47461, -3.61121, 2.22708]],
  "nbo_charge": [0.700, 0.360, 1.064, -0.068, 0.080, 0.172, 1.635, 1.647, -0.661, -0.729, -0.534, -0.371, 0.330, -1.121, -1.125, -0.176, -0.235, 0.173, -1.168, -1.132, -0.200, -1.115, -0.144, -0.185, -1.116, -0.099, 0.201, -0.044, -0.215, -1.128, -0.003, 0.192, -1.173, -0.566, -0.639, 0.246, 0.261, 0.261, 0.256, 0.260, 0.237, 0.482, 0.245, 0.239, 0.225, 0.232, 0.246, 0.238, 0.192, 0.232, 0.254, 0.243, 0.260, 0.259, 0.255, 0.236, 0.256, 0.237, 0.248, 0.237, 0.244, 0.213, 0.204, 0.212, 0.247, 0.245, 0.197, 0.253, 0.244]
}